# 1
2 unconnected molecules or ions with the total composition C3H7ClN3. Source: the OMol25 dataset; level of theory: wB97M-V/def2-TZVPD.

Cartesian coordinates (Å):
C: -2.8010 0.4327 0.4631
C: 0.0200 0.1640 -0.6317
C: 2.1313 -0.5550 0.6229
N: -3.0019 1.2015 1.3342
N: 0.2149 0.0788 -1.8769
N: 0.7131 -0.2245 0.4371
Cl: -3.4294 -0.6423 -0.5577
H: 2.6597 0.3213 1.1034
H: 2.6101 -0.7613 -0.4208
H: 2.3738 -1.4422 1.2694
H: -2.3117 1.6742 2.0130
H: -0.4014 0.3276 -2.7340
H: 1.0882 -0.1464 -2.2391
H: 0.1344 -0.4285 1.2171

Summary:
LUMO level (alpha / beta) (hartree): -0.20468 / -0.18711
HOMO-LUMO gap (alpha / beta) (Ha): 0.2267 / 0.2734
Highest occupied orbital energy (alpha / beta) (eV): -11.7391 / -12.5297
Total charge: +1
Electronic energy (eV): -20205.9615

# 2
A gas-phase ion, C3H7ClN5 (charge +1). Source: the OMol25 dataset; level of theory: wB97M-V/def2-TZVPD.

Cartesian coordinates (Å):
C: -1.3649 -0.3753 -1.1175
C: -1.4472 1.7124 -0.3032
C: 0.4353 0.3757 0.3704
N: -1.7919 0.9362 -1.2605
N: -0.2556 -0.6133 -0.4916
N: -0.5060 1.3883 0.6739
N: 1.1805 -0.1739 1.3502
N: 0.3731 -1.7670 -0.5425
Cl: 1.7084 1.1888 -0.9814
H: -1.7324 -1.1674 -1.7417
H: -1.6574 2.7891 -0.2833
H: -0.2643 2.1659 1.1842
H: 1.3826 -1.1512 1.3234
H: 1.5875 0.3175 2.0481
H: 0.0320 -2.4759 -1.2761
H: 1.4328 -1.6334 -0.4098

Summary:
LUMO level (hartree): -0.18506
HOMO-LUMO gap (Ha): 0.3308
Highest occupied orbital energy (eV): -14.0380
Total charge: +1
SMILES: NN1C=NC=[NH+][C@]1(N)Cl
Electronic energy (eV): -23188.6005

# 3
2 unconnected molecules or ions with the total composition C3H7ClNO3S. Source: the OMol25 dataset; level of theory: wB97M-V/def2-TZVPD.

Cartesian coordinates (Å):
C: 1.5210 -0.0672 1.0122
C: 0.3273 -0.7333 -1.1599
C: 0.3713 -0.0474 0.1045
N: -0.8070 0.3725 0.6061
O: -2.3197 1.0812 -1.4318
O: -3.2616 0.8816 0.9342
O: -2.5225 -1.1019 -0.3548
S: -2.5002 0.3249 -0.1961
Cl: 3.8890 1.2875 -0.4399
H: 1.3316 0.3519 2.0622
H: 2.3552 0.5139 0.5744
H: 1.9108 -1.0039 1.1402
H: 1.1949 -0.8286 -1.7445
H: -0.4280 -0.2294 -1.7126
H: -0.1398 -1.6888 -0.8529
H: -0.9225 0.8871 1.4587

Summary:
LUMO level (hartree): 0.11054
HOMO-LUMO gap (Ha): 0.2850
Highest occupied orbital energy (eV): -4.7483
Total charge: -1
Electronic energy (eV): -34216.6058

# 4
A molecular structure, C3H7ClO. Source: the OMol25 dataset; level of theory: wB97M-V/def2-TZVPD.

Cartesian coordinates (Å):
C: -1.0012 -1.0889 -0.1465
C: 0.4513 -0.6242 -0.1147
C: 0.4831 0.7093 0.2860
H: -1.6385 -0.5100 -0.7358
H: -1.0813 -0.8691 1.2213
H: -0.9076 -2.2070 -0.2497
H: 0.8805 -1.3327 0.6942
H: 1.2938 1.4568 0.3591
H: -0.0222 0.6363 1.3399
H: 0.2986 2.6410 -0.5059
O: -0.2433 1.6854 -0.6332
Cl: 1.4868 -0.4970 -1.5147

Summary:
LUMO level (hartree): 0.02136
HOMO-LUMO gap (Ha): 0.3896
Highest occupied orbital energy (eV): -10.0193
Total charge: 0
Electronic energy (eV): -17790.9014

# 5
2 unconnected molecules or ions with the total composition C3H7ClO2PS. Source: the OMol25 dataset; level of theory: wB97M-V/def2-TZVPD.

Cartesian coordinates (Å):
C: -0.3930 -1.5347 -1.3636
C: -0.5869 0.1073 -1.3632
C: 0.7651 0.6647 -1.2682
O: 0.1948 1.9205 1.7243
O: -0.5596 -0.5340 2.2503
P: 0.2394 0.6627 2.5130
S: 1.7506 0.9807 -2.5042
Cl: -0.3781 1.2549 4.4350
H: 0.1062 -1.9225 -2.2095
H: 0.2516 -1.8135 -0.4436
H: -1.4523 -1.8516 -1.3764
H: -1.2414 0.3739 -0.4781
H: -1.0756 0.3701 -2.2612
H: 1.5486 0.0573 2.6915
H: 0.8306 1.2643 -0.3460

Summary:
LUMO level (hartree): 0.10219
HOMO-LUMO gap (Ha): 0.3044
Highest occupied orbital energy (eV): -5.5030
Total charge: -1
Electronic energy (eV): -39969.2132

# 6
A gas-phase ion, C3H7FNO (charge +1). Source: the OMol25 dataset; level of theory: wB97M-V/def2-TZVPD.

Cartesian coordinates (Å):
C: 2.4115 0.0029 -0.0108
C: 1.1045 -0.7198 -0.4695
C: -0.0387 -0.3350 0.4684
N: -0.8485 0.8747 0.1524
O: 3.3250 -0.4906 0.4728
F: 2.3932 1.3129 -0.3662
H: 1.2246 -1.8693 -0.5364
H: 0.8755 -0.4268 -1.5724
H: -0.7522 -1.1367 0.4320
H: 0.4224 -0.2951 1.4618
H: -0.9170 1.4014 1.1171
H: -1.7398 0.6531 -0.3396
H: -0.1954 1.4520 -0.4591

Summary:
LUMO level (hartree): -0.15980
HOMO-LUMO gap (Ha): 0.4113
Highest occupied orbital energy (eV): -15.5416
Total charge: +1
SMILES: [NH3+]CCC(=O)F
Electronic energy (eV): -9472.0314

The records above yield energy relative to the best compared isomer or geometry (same formula, charge and spin) values of 461.2; 205.2; 0.0; 302.0; 112.6; 27.3 kJ/mol, respectively.